33
Properties=species:S:1:pos:R:3 method="wB97M-V/def2-TZVPD" gap_ev="4.417 / 4.416" total_energy_ev=-50951.3197 multiplicity=2 charge=+3 s2=0.767
O -3.01913 -2.82191 0.77525
C -2.33514 -2.12219 0.04586
V -1.57489 -0.47312 1.27886
C -0.65749 -1.54495 2.47973
O -0.11110 -2.46495 2.97174
C -2.79475 -1.86341 -2.36629
O -3.55482 -1.04652 -2.82911
C -3.44157 -0.13363 1.67833
O -4.59479 -0.03535 1.97347
C -1.86483 -3.19733 -1.51316
O -0.73538 -3.63255 -1.41357
H -2.69268 -3.56744 -2.42807
C 2.56471 -0.75385 -1.21065
N 2.09957 0.49098 -0.64854
C 2.94285 1.66524 -0.89056
C 0.85791 0.58117 -0.13132
N -0.06621 -0.40148 -0.14633
N 0.43210 1.73377 0.45519
C 1.26814 2.66743 1.20356
C -0.97219 1.67978 0.93093
H 3.62639 -0.64664 -1.39033
H 2.07789 -0.98682 -2.16144
H 2.41637 -1.57865 -0.51392
H 2.36432 2.52459 -1.27800
H 3.49512 1.95717 0.02327
H 3.67885 1.36025 -1.64687
H 0.20193 -1.21866 -0.67895
H 1.65549 3.44063 0.52945
H 0.64197 3.15882 1.96592
H 2.09578 2.15470 1.71260
H -1.61816 1.22894 0.11447
H -1.01500 1.15257 1.96227
H -1.37125 2.69343 1.14621

***

28
Properties=species:S:1:pos:R:3 method="wB97M-V/def2-TZVPD" gap_ev=5.634 total_energy_ev=-25892.8786 charge=+1
C -2.81428 2.04191 1.30784
C -1.93291 0.98082 1.11720
C 2.87802 2.61762 1.17297
C 1.72641 1.89021 1.12319
C -2.85566 2.90317 0.24003
C 2.45220 2.22195 -0.91068
C -1.28891 1.02591 -0.11730
C 1.62481 -1.35736 -0.04602
C -0.26735 0.22660 -0.64246
C 0.13224 -1.08810 -0.05849
N 3.29882 2.81299 -0.10909
N 1.47750 1.66511 -0.20056
N -0.49769 -2.16932 -0.94434
S -1.82140 2.43215 -1.02647
H -3.40378 2.18701 2.19464
H -1.76951 0.21420 1.85402
H 3.43443 3.00882 1.99980
H 1.06199 1.53382 1.88398
H -3.44365 3.79553 0.14577
H 2.51625 2.20439 -1.97850
H 2.06197 -1.15755 -1.01928
H 2.10839 -0.69750 0.67072
H 1.83465 -2.38462 0.24780
H 0.00867 0.38068 -1.67588
H -0.29501 -1.21326 0.93979
H -1.51256 -2.03470 -1.03781
H -0.30855 -3.10418 -0.56437
H -0.07195 -2.10387 -1.88044

***

29
Properties=species:S:1:pos:R:3 method="wB97M-V/def2-TZVPD" gap_ev=6.778 total_energy_ev=-18586.2190 charge=+2
C 4.57730 -0.38504 0.00824
C 3.69770 -1.49836 -0.52242
C 3.96880 0.74872 0.48272
C 2.33079 -1.43680 -0.40094
C 2.47634 0.90080 0.45634
C 1.61594 -0.23853 -0.05673
C -2.25971 1.19434 1.37654
C -2.84873 -0.77248 0.04213
C -3.16899 0.04912 1.19742
C -1.24260 0.91200 -0.70497
N -1.43140 1.59867 0.48042
N -2.04975 -0.25970 -0.88003
N -3.54054 -1.87672 -0.05244
N -0.97501 1.61108 -1.80733
O 0.44587 -0.21301 -0.52796
H 5.61218 -0.79951 0.07169
H 4.13851 -2.49953 -0.66633
H 4.52014 1.48549 0.99444
H 1.62945 -2.26148 -0.77483
H 2.06094 1.28152 1.46682
H -2.23573 1.71592 2.33739
H -3.56690 -0.60318 2.06159
H -4.18629 0.46769 1.06840
H -1.96192 -0.67497 -1.83338
H -4.23068 -1.93883 0.55803
H -3.59694 -2.48051 -0.85548
H -0.66748 2.62723 -1.64737
H -0.64630 1.14289 -2.65618
H 2.12723 1.61661 -0.33993

***

31
Properties=species:S:1:pos:R:3 method="wB97M-V/def2-TZVPD" smiles="CCO[C@@H](C)Cn1c(=S)[nH]c(=O)c2[nH]cnc21" gap_ev=8.675 total_energy_ev=-31485.7657 charge=0
O 1.73373 -2.63032 -2.08642
S -2.08318 -1.93287 0.93281
N 2.60201 0.06005 1.65214
O -1.82309 2.38417 1.69979
C 1.32011 -2.14153 -1.00522
C -0.38689 -1.67665 0.65070
C 3.74250 -0.57279 1.42920
C 2.21982 -1.52064 -0.11497
C 1.72662 -0.61065 0.78868
N 0.10223 -2.42959 -0.49680
N 3.59962 -1.47904 0.32725
N 0.37280 -0.62591 1.06273
C -2.83760 4.43329 0.73533
C -2.87170 2.85774 0.81733
C 0.10924 2.25622 0.18110
C -0.21509 0.43484 1.85539
C -0.95550 1.47641 1.01273
H 4.70164 -0.32705 1.87038
H -0.49088 -3.11062 -0.77509
H 4.42047 -1.95511 -0.11310
H -3.64997 4.76637 0.07674
H -1.78221 4.80935 0.51073
H -3.05290 4.78432 1.75080
H -2.93548 2.29921 -0.16140
H -3.79297 2.59573 1.30580
H 0.61416 2.77203 1.03195
H -0.19128 2.81446 -0.65139
H 0.82086 1.58225 -0.36538
H 0.49051 0.88103 2.47010
H -0.99250 -0.12164 2.51356
H -1.42934 0.86576 0.27922

***

28
Properties=species:S:1:pos:R:3 method="wB97M-V/def2-TZVPD" gap_ev=8.997 total_energy_ev=-18218.0826 charge=+1
C 2.77109 1.31447 -0.53892
C 2.48721 0.15999 -0.43074
C 0.13855 -0.35933 0.57657
C -0.58089 0.29893 -1.60124
C -0.13857 -0.14455 1.99057
C -1.60119 0.34266 1.96454
C -1.89839 0.70461 0.52003
C 2.73639 -1.79766 1.18754
C -1.40046 1.27055 -3.63628
C 2.06204 -1.18279 -0.08874
N -0.76190 0.14840 -0.22189
O 0.43592 -0.08737 -2.14089
O 1.71988 -2.08318 -0.94008
O -1.46443 1.08503 -2.16787
H 3.09037 2.28051 -0.87752
H 0.16727 -1.12317 2.50008
H 0.55750 0.60075 2.40699
H -2.10124 -0.49672 2.20478
H -1.84205 1.11410 2.61062
H -2.85335 0.31627 0.05890
H -1.91259 1.89417 0.41570
H 2.21795 -2.34755 1.95151
H 3.15073 -0.99994 1.74640
H 3.37677 -2.50320 0.69459
H -0.49140 0.76488 -3.83147
H -1.27611 2.32644 -3.75206
H -2.35617 1.11308 -4.20957
H 1.31298 -1.72079 -1.81866

***

29
Properties=species:S:1:pos:R:3 method="wB97M-V/def2-TZVPD" gap_ev="8.423 / 7.070" total_energy_ev=-27514.4376 charge=0
C -4.50037 0.54530 -0.40563
C -4.29404 -0.64221 0.29987
C -3.50225 1.51140 -0.60193
C -3.01356 -1.01153 0.67987
C -2.19302 1.15192 -0.20196
C -1.95452 -0.13633 0.32514
C -0.58439 -0.65790 0.35448
C 0.74401 -2.30395 -0.56085
C 2.28093 1.50850 -1.09898
C 3.95001 0.87727 1.69537
N 0.24897 -0.19416 1.12858
O 4.03946 -1.61194 0.17439
O -0.50425 -1.72665 -0.52136
O 3.23903 0.51083 -0.90808
P 3.24346 -0.42597 0.43373
H -5.52734 0.74682 -0.78185
H -5.13868 -1.35973 0.49896
H -3.62453 2.22952 -1.33526
H -2.82237 -1.88157 1.19041
H -1.28927 1.74183 -0.50394
H 1.58012 -1.65678 -0.90989
H 0.58478 -3.06910 -1.18735
H 1.06176 -2.50622 0.51096
H 1.32006 1.01506 -1.44332
H 2.78893 2.15679 -1.95549
H 1.93792 2.11149 -0.22181
H 2.96277 1.49361 1.84100
H 4.25632 0.26979 2.55850
H 4.71008 1.31392 0.94640

***

25
Properties=species:S:1:pos:R:3 method="wB97M-V/def2-TZVPD" gap_ev=8.606 total_energy_ev=-12636.0658 charge=0
C -1.05121 0.23437 1.44970
C -1.18376 1.46038 1.04329
C 0.85804 -1.05469 -0.10427
C 0.36349 -0.39825 -1.08538
C -0.01494 -0.91414 1.26325
C -1.59103 2.67688 0.63580
C -0.02023 0.51138 -1.86686
C 3.34844 -1.55705 0.41754
C -2.80226 1.52410 -1.01145
C 1.91197 -2.13067 -0.02117
O -2.39163 2.79973 -0.55599
H 0.81984 -0.73953 1.92655
H -0.57499 -1.85139 1.62375
H -1.33287 3.69651 0.94569
H -1.02379 0.33038 -2.38024
H 0.45037 1.52520 -1.93139
H -1.52288 0.75952 -1.44258
H 4.02097 -2.24314 0.18229
H 3.25253 -1.33317 1.43764
H 3.32630 -0.65130 -0.13058
H -3.47143 1.03011 -0.31242
H -1.65436 0.10139 2.28241
H -3.29310 1.76696 -1.96682
H 1.62684 -3.00329 0.60515
H 1.94970 -2.54027 -1.00391

***

27
Properties=species:S:1:pos:R:3 method="wB97M-V/def2-TZVPD" gap_ev=8.853 total_energy_ev=-16731.9609 charge=0
C -0.44226 0.27981 -3.12625
C -0.71108 -0.90532 -2.18171
C 0.53010 -1.40048 -1.73449
C 0.95068 -0.07986 -0.84205
C 0.65402 -0.00907 0.66402
C 1.16820 -0.88727 1.62003
C 0.71583 -0.82753 3.04719
C -0.17109 0.15313 3.32792
C -0.61473 1.17731 2.31010
C -0.34901 0.87697 0.98173
H -0.69047 1.37942 -2.38214
H 0.62596 0.28745 -3.80973
H -1.46200 0.60939 -3.76741
H -1.03915 -1.62888 -2.88265
H -1.73593 -0.73441 -0.26508
H 0.53375 -2.59413 -1.49415
H 1.23673 -1.51427 -2.63413
H 0.41779 0.86372 -1.47818
H 2.03906 -0.01291 -0.92262
H 1.82901 -1.73131 1.21696
H 1.39416 -1.02758 3.86702
H -0.50024 1.38020 5.02736
H -0.99773 2.37575 2.47961
H -0.71365 1.76016 -0.66488
O -1.61214 -0.24829 -1.18779
O -0.32983 0.43750 4.57851
O -0.72599 2.02050 0.25283